{
  "formula": "C6H13O4",
  "method": "ωB97M-V/def2-TZVPD",
  "species": ["O", "C", "H", "C", "O", "C", "C", "O", "C", "H", "H", "H", "H", "H", "H", "H", "H", "H", "C", "O", "H", "H", "H"],
  "positions_angstrom": [[0.9779, 0.3733, 3.1331], [1.6505, -0.3109, 2.4279], [2.3999, -1.0495, 2.8078], [1.2786, -0.8231, 0.3950], [0.1287, -0.1070, 0.0575], [0.3334, 1.2315, -0.3486], [-0.9580, 1.8347, -0.8614], [-1.8182, 2.3298, 0.1354], [-2.6202, 1.3709, 0.7828], [0.8914, -1.7664, 0.8233], [2.1898, -0.2305, 0.1816], [1.0883, 1.2595, -1.1539], [0.7144, 1.8324, 0.4956], [-0.6986, 2.6939, -1.4954], [-1.4826, 1.0921, -1.4904], [-3.3471, 1.9162, 1.3979], [-3.1654, 0.7531, 0.0480], [-2.0264, 0.7067, 1.4292], [0.8479, -2.6473, -1.7681], [1.7410, -1.7668, -1.1845], [1.4239, -3.2263, -2.5134], [0.4282, -3.3448, -1.0215], [0.0228, -2.1215, -2.2779]],
  "atomic_forces_ev_per_a": [[0.98, -0.97, -1.28], [-1.10, 0.93, 1.95], [0.05, 0.10, -0.12], [-2.22, 0.22, -3.59], [0.86, -0.83, 0.95], [0.55, 0.46, -0.23], [-0.12, -0.07, -0.27], [0.08, 0.28, -0.01], [-0.15, -0.35, 0.14], [1.32, 0.48, 0.20], [-0.22, -1.21, 0.68], [-0.21, -0.07, 0.13], [-0.15, -0.15, -0.14], [-0.07, -0.18, 0.17], [0.16, 0.14, 0.12], [0.22, -0.13, -0.18], [0.12, 0.12, 0.18], [-0.13, 0.13, -0.14], [-0.25, 0.13, 0.30], [0.69, 1.22, 1.16], [-0.33, 0.07, 0.20], [-0.09, -0.09, -0.26], [0.01, -0.24, 0.04]],
  "mulliken_charge": [-0.327, 0.085, 0.359, -0.644, -0.154, -0.307, -0.671, -0.385, -0.552, 0.366, 0.488, 0.451, 0.303, 0.348, 0.347, 0.241, 0.273, 0.198, -0.545, -0.533, 0.225, 0.237, 0.199],
  "lumo_energy_ev": [0.2, -1.4],
  "spin_multiplicity": 2,
  "s2": 0.78,
  "orbital_gap_ha": [0.3172, 0.2708],
  "total_charge": 0,
  "relative_energy_kcal_mol": 70.0
}